No. 1
DFT (the ωB97M-V functional and the def2-TZVPD basis) results for C28H27Br6N5O2 as an isolated structure.

Cartesian coordinates (Å):
C  -1.1605  -3.9069  1.3082
Br  -0.4998  -2.2218  0.4078
Br  -2.9447  -3.7294  2.1157
Br  0.0973  -4.5132  2.7570
H  -1.1384  -4.6380  0.5001
C  -0.1008  0.0900  0.3516
Br  1.7748  -0.2225  0.8865
Br  -0.3836  -0.3157  -1.5349
Br  -0.8129  1.8832  0.8496
H  -0.7707  -0.6063  0.8561
C  4.2576  1.3107  -2.8186
C  5.2042  0.2931  -2.9189
C  5.3087  -0.7471  -1.9390
C  4.3928  -0.7653  -0.8636
C  3.5004  0.3070  -0.7773
C  3.4466  1.3013  -1.7127
N  4.4285  -1.7785  0.1540
O  3.8130  -1.5703  1.2225
O  5.1445  -2.7117  -0.0295
H  4.1383  2.0655  -3.5819
H  5.8098  0.3043  -3.8131
H  6.0561  -1.5140  -2.0790
H  2.7091  0.3411  -0.0430
H  2.6976  2.0646  -1.5618
N  2.8905  2.4291  0.5455
C  3.9793  2.9380  -0.0891
C  5.2968  2.7856  0.3639
C  5.5315  1.8466  1.3633
C  4.4214  1.2112  1.9775
C  3.1543  1.5137  1.5210
H  3.7660  3.5442  -0.9571
H  6.2106  3.2039  -0.0317
H  6.5358  1.6062  1.6797
H  4.5257  0.4845  2.7695
H  2.2599  0.9870  1.8194
N  -2.8480  2.3267  -0.2440
C  -2.3371  3.0803  0.7602
C  -3.1271  3.7927  1.6570
C  -4.5113  3.7619  1.5070
C  -5.0502  3.0475  0.4431
C  -4.1875  2.3431  -0.4120
H  -1.2670  3.0528  0.9035
H  -2.5753  4.2941  2.4383
H  -5.1070  4.2592  2.2582
H  -6.0936  2.9356  0.1877
H  -4.4208  1.7909  -1.3104
N  -3.4399  -3.7419  -1.7544
C  -2.8877  -3.9209  -3.0332
C  -2.0012  -2.9917  -3.6240
C  -1.7190  -1.8135  -2.9059
C  -2.2373  -1.6432  -1.6048
C  -3.0465  -2.6306  -1.0516
H  -3.1257  -4.8066  -3.6035
H  -1.6847  -3.0389  -4.6555
H  -1.0926  -1.0393  -3.3236
H  -1.9425  -0.7456  -1.0816
H  -3.4628  -2.5291  -0.0603
N  -2.4683  -1.2626  3.1935
C  -3.7278  -1.6897  2.8682
C  -4.3750  -1.3951  1.6745
C  -3.6956  -0.6430  0.7527
C  -2.5043  -0.0389  1.0409
C  -1.9274  -0.2774  2.3514
H  -4.1748  -2.3242  3.6192
H  -5.3498  -1.8326  1.5169
H  -4.0910  -0.4032  -0.2233
H  -2.0223  0.5921  0.3088
H  -1.0386  0.2211  2.7091

- DFT total energy (eV) = -461241.8487
- Kohn-Sham gap (eV) = 7.218
- energy relative to the best compared isomer or geometry (same formula, charge and spin) (kcal/mol) = 653.6
- HOMO energy (hartree) = -0.2803
- maximum force (eV/A) = 19.1


No. 2
DFT (the ωB97M-V functional and the def2-TZVPD basis) results for one molecule with the formula C4H8O2.

Cartesian coordinates (Å):
C  2.0981  -0.1087  -0.2272
C  0.6903  0.4265  -0.1484
O  0.4770  1.6103  0.0450
C  -0.4488  -0.5636  -0.2936
C  -1.6863  -0.1579  0.5127
O  -2.2439  1.0513  0.0660
H  2.3439  -0.5750  0.7347
H  2.1962  -0.8808  -0.9958
H  2.8003  0.7052  -0.4101
H  -0.7165  -0.5958  -1.3591
H  -0.1119  -1.5698  -0.0170
H  -1.4189  -0.1125  1.5818
H  -2.4590  -0.9270  0.4059
H  -1.5206  1.6978  0.1051

- SMILES string = CC(=O)CCO
- DFT total energy (eV) = -8372.5155
- Kohn-Sham gap (eV) = 10.788
- energy relative to the best compared isomer or geometry (same formula, charge and spin) (kcal/mol) = 17.7
- HOMO energy (hartree) = -0.3649
- maximum force (eV/A) = 0.4


No. 3
DFT (the ωB97M-V functional and the def2-TZVPD basis) results for a 2-piece molecular cluster, Cl2HN overall.

Cartesian coordinates (Å):
N  -0.4229  -0.3478  0.6343
Cl  -0.0152  1.3184  -1.7694
Cl  0.7653  -0.9249  1.4027
H  -0.3272  -0.0457  -0.2676

- DFT total energy (eV) = -26546.3637
- Kohn-Sham gap (spin up / spin down) (eV) = 8.795 / 5.794
- energy relative to the best compared isomer or geometry (same formula, charge and spin) (kcal/mol) = 62.4
- HOMO energy (spin up / spin down) (hartree) = -0.3790 / -0.3721
- maximum force (eV/A) = 5.0


No. 4
DFT (the ωB97M-V functional and the def2-TZVPD basis) results for an isolated ion of composition C6H14NO and charge -1.

Cartesian coordinates (Å):
C  0.3501  -1.0447  0.4120
C  1.7845  -1.6274  0.5862
C  2.4017  -2.2218  -0.6950
O  2.2017  -1.4116  -1.7686
C  0.1902  0.0795  -0.6039
N  -1.1564  0.6805  -0.5603
C  -1.2408  1.8827  0.2897
C  -2.7114  2.3811  0.3108
H  -0.2937  -1.8500  0.0624
H  0.0950  -0.6773  1.4066
H  1.7134  -2.3144  1.4426
H  2.3546  -0.7309  0.8277
H  1.9575  -3.2591  -0.7814
H  3.5015  -2.3948  -0.5704
H  0.8930  0.8919  -0.3531
H  0.4366  -0.2526  -1.6019
H  -1.8902  0.0260  -0.2571
H  -0.7917  1.7418  1.2824
H  -0.6514  2.6110  -0.2667
H  -3.1839  1.8540  -0.5206
H  -2.7504  3.4392  0.0909
H  -3.2101  2.1967  1.2678

- net charge = -1
- SMILES string = CCNCCCC[O-]
- DFT total energy (eV) = -9985.5600
- Kohn-Sham gap (eV) = 5.804
- energy relative to the best compared isomer or geometry (same formula, charge and spin) (kcal/mol) = 24.5
- HOMO energy (hartree) = -0.0820
- maximum force (eV/A) = 1.3


No. 5
DFT (the ωB97M-V functional and the def2-TZVPD basis) results for C25H53ClOsP2Si2 as an isolated structure.

Cartesian coordinates (Å):
Os  0.4924  -0.1612  0.1609
C  2.4350  -0.5686  0.9963
C  1.6164  -1.7309  1.1861
C  1.3254  -2.2306  -0.1450
Si  1.1382  -2.3220  2.8845
C  1.9134  -1.3712  -1.1005
C  2.6009  -0.2969  -0.4022
Si  3.5483  1.1878  -1.0042
H  2.8624  0.0291  1.7999
H  0.7530  -3.1338  -0.3549
H  1.8859  -1.4871  -2.1782
Cl  -4.0563  0.9636  -1.5854
C  4.7321  1.8148  0.2988
C  4.4755  0.8152  -2.5742
C  2.3215  -1.6884  4.1846
C  1.0474  -4.1794  2.9608
H  5.1417  -0.0332  -2.3684
H  5.0860  1.6959  -2.8156
H  3.8294  0.5724  -3.4254
H  4.2284  2.0062  1.2550
H  5.1808  2.7473  -0.0705
H  5.5257  1.0693  0.4476
H  2.0184  -4.5706  2.6289
H  0.2509  -4.6113  2.3443
H  0.8916  -4.4599  4.0115
H  3.3008  -2.1647  4.0377
H  1.9285  -1.9734  5.1702
H  2.4368  -0.5978  4.1398
C  2.2177  2.4988  -1.3140
C  -0.5697  -1.5611  3.1829
P  0.5901  1.7074  -1.5974
H  2.5370  3.1204  -2.1652
H  2.1467  3.1453  -0.4253
P  -1.3849  -1.1698  1.5906
H  -0.4452  -0.6282  3.7545
H  -1.1594  -2.2612  3.7950
C  -3.0418  -0.4403  2.0566
C  -1.8334  -2.8880  0.9348
C  0.8067  0.9516  -3.3197
C  -0.5995  3.1191  -1.8939
C  -1.4670  3.3319  -0.6540
H  -1.2360  2.7371  -2.7114
C  0.0507  4.4422  -2.3097
H  0.6744  4.8423  -1.5011
H  -0.7432  5.1727  -2.5109
H  0.6588  4.3618  -3.2171
H  -1.9475  2.3962  -0.3519
H  -2.2716  4.0483  -0.8746
H  -0.8685  3.7331  0.1767
H  1.6253  0.2206  -3.2157
C  1.1915  1.9401  -4.4204
C  -0.4571  0.1824  -3.6970
H  2.1299  2.4669  -4.2194
H  0.4010  2.6749  -4.6161
H  1.3453  1.3691  -5.3482
H  -0.6784  -0.5979  -2.9599
H  -0.3245  -0.3260  -4.6605
H  -1.3340  0.8376  -3.7845
H  -0.8700  -3.4067  0.7998
C  -2.4815  -2.7501  -0.4416
C  -2.7027  -3.7350  1.8630
H  -2.2469  -3.9114  2.8423
H  -2.8325  -4.7221  1.3956
H  -3.7020  -3.3065  2.0035
H  -1.8156  -2.2301  -1.1404
H  -3.4365  -2.2088  -0.4026
H  -2.6764  -3.7399  -0.8739
C  -3.0064  1.0768  1.8730
C  -3.5328  -0.7814  3.4665
H  -3.7233  -0.8732  1.3032
H  -2.8789  -0.3366  4.2263
H  -3.6074  -1.8577  3.6528
H  -4.5356  -0.3560  3.5997
H  -2.3654  1.5471  2.6329
H  -4.0197  1.4928  1.9727
H  -2.6495  1.3402  0.8726
C  -3.4342  -0.3953  -2.5098
H  -2.4491  -0.6843  -2.1284
H  -4.1535  -1.2188  -2.4083
H  -3.3767  -0.0920  -3.5635
C  0.3963  1.3736  1.4866
H  0.4950  1.0092  2.5185
H  -0.5405  1.9368  1.4225
H  1.2220  2.0816  1.3318

- DFT total energy (eV) = -76104.6172
- Kohn-Sham gap (spin up / spin down) (eV) = 3.485 / 6.776
- energy relative to the best compared isomer or geometry (same formula, charge and spin) (kcal/mol) = 0.0
- HOMO energy (spin up / spin down) (hartree) = -0.1079 / -0.2620
- maximum force (eV/A) = 6.8
- 2S+1 = 5


No. 6
DFT (the ωB97M-V functional and the def2-TZVPD basis) results for C18H58B3N2O6Zn as an isolated structure.

Cartesian coordinates (Å):
Zn  2.4419  1.1716  -0.9427
B  0.4574  -0.8577  0.5407
H  1.4259  -1.2630  0.2917
H  -0.1757  -1.5900  1.0172
H  0.5771  -0.0542  1.2508
H  -0.0497  -0.5859  -0.3721
B  4.7639  -0.0967  -2.7150
H  3.8508  -0.2986  -3.2532
H  4.7922  -0.6518  -1.7901
H  5.5814  -0.4574  -3.3199
H  4.8003  0.9509  -2.4591
B  1.0150  3.8798  -1.7355
H  0.5655  3.4421  -0.8576
H  0.3968  4.6694  -2.1338
H  2.0216  4.2343  -1.5765
H  1.1291  3.0888  -2.4604
C  7.9493  0.2322  4.0407
O  6.8012  0.7036  3.3543
C  5.6903  1.2589  4.0831
C  4.4019  1.4116  3.2848
N  4.6735  2.3475  2.1116
C  5.1220  3.6752  2.4068
C  4.0007  4.4452  3.2561
O  4.6345  5.7002  3.5148
C  3.8059  6.8534  3.6196
H  8.5971  -0.3039  3.3470
H  7.8634  -0.5232  4.8217
H  8.3608  1.1771  4.3956
H  6.0323  2.2025  4.5082
H  5.3895  0.5213  4.8272
H  3.7301  1.9509  3.9526
H  4.0332  0.4595  2.9032
H  5.4090  1.9111  1.5744
H  5.4906  4.1625  1.5041
H  6.0472  3.6423  2.9821
H  3.7921  3.9711  4.2151
H  3.0686  4.5542  2.7017
H  4.4934  7.6666  3.8522
H  3.1230  6.8754  4.4688
H  3.2252  7.0094  2.7105
C  -0.1898  -5.0530  -7.2347
O  -1.1316  -3.9324  -6.9217
C  -0.9474  -3.3084  -5.5831
C  -2.1794  -2.3415  -5.1919
N  -3.5197  -2.9158  -5.2884
C  -4.1203  -3.4100  -4.0140
C  -3.3458  -4.5517  -3.2427
O  -3.1324  -5.6934  -4.0906
C  -2.7429  -6.8569  -3.4288
H  0.8405  -4.7119  -7.3356
H  -0.5146  -5.6097  -8.1137
H  -0.2894  -5.7614  -6.4124
H  0.0104  -2.7991  -5.4768
H  -0.8929  -4.1619  -4.9073
H  -2.1058  -1.5705  -5.9589
H  -2.0924  -1.8307  -4.2330
H  -3.2366  -3.8048  -5.6751
H  -5.1575  -3.7269  -4.1235
H  -4.1558  -2.6134  -3.2709
H  -3.9032  -4.8155  -2.3439
H  -2.3762  -4.2104  -2.8802
H  -2.4106  -7.5964  -4.1573
H  -3.4320  -7.4337  -2.8118
H  -1.9183  -6.6754  -2.7395
C  -4.5794  -1.7057  3.6278
C  -3.5527  -1.8808  4.7013
C  -4.2144  -2.4182  5.9314
O  -2.5689  -2.7589  4.3332
H  -5.3939  -1.0539  3.9439
H  -5.0751  -2.6443  3.3797
H  -4.2465  -1.2326  2.7040
H  -3.0098  -0.9675  4.9446
H  -4.7971  -3.3154  5.7228
H  -4.9551  -1.6894  6.2607
H  -3.4757  -2.6564  6.6967
H  -2.1083  -2.3545  3.5944
C  -5.3315  4.0556  1.0354
C  -4.4839  3.5812  -0.1421
C  -5.1663  2.7149  -1.1560
O  -3.9090  4.7449  -0.6739
H  -5.7468  3.2104  1.5843
H  -6.0432  4.7111  0.5335
H  -4.7053  4.7398  1.6080
H  -3.7700  2.8565  0.2493
H  -5.9992  3.3058  -1.5368
H  -5.6117  1.8299  -0.7015
H  -4.4814  2.2885  -1.8889
H  -3.1590  4.5376  -1.2363

- net charge = -1
- DFT total energy (eV) = -85303.2945
- Kohn-Sham gap (eV) = 5.774
- energy relative to the best compared isomer or geometry (same formula, charge and spin) (kcal/mol) = 218.1
- HOMO energy (hartree) = -0.2635
- maximum force (eV/A) = 5.2


No. 7
DFT (the ωB97M-V functional and the def2-TZVPD basis) results for C6H9NO3S as an isolated structure.

Cartesian coordinates (Å):
C  -1.0248  0.7053  0.6694
C  -0.2272  -0.3567  0.0593
C  -2.0714  1.2121  0.0731
C  -0.6722  1.2103  2.0506
C  0.1675  -1.4634  0.9905
C  0.7009  -1.3660  -1.8938
N  0.0703  -0.2828  -1.1827
O  -3.0365  1.6286  -0.4185
O  1.2177  2.2133  -0.5939
O  2.2132  0.9791  -2.4418
S  1.0299  1.6009  -1.8918
H  0.3833  1.4643  2.0647
H  -0.8790  0.4610  2.8118
H  -1.2427  2.1060  2.2768
H  0.7444  -2.2304  0.4843
H  -0.7218  -1.9177  1.4261
H  0.7661  -1.0474  1.7996
H  0.9441  -1.0060  -2.8909
H  1.6253  -1.7019  -1.4224
H  0.0127  -2.2087  -1.9705

- DFT total energy (eV) = -24834.1497
- Kohn-Sham gap (eV) = 9.235
- energy relative to the best compared isomer or geometry (same formula, charge and spin) (kcal/mol) = 38.1
- HOMO energy (hartree) = -0.3380
- maximum force (eV/A) = 1.3


No. 8
DFT (the ωB97M-V functional and the def2-TZVPD basis) results for one molecule with the formula C20H23N5O.

Cartesian coordinates (Å):
O  0.6610  -1.0831  -3.1454
N  -0.1810  -2.6514  3.8244
N  -0.1285  0.9112  3.1141
N  -0.1447  1.8177  2.0916
C  0.6162  0.1248  -2.8421
C  0.0052  -3.4298  4.8416
C  -0.2656  -0.3767  2.8777
C  -0.3602  1.4268  0.8311
C  3.3663  2.7723  -4.8794
C  3.1309  2.9451  -3.5365
C  2.6624  1.7892  -5.5883
C  2.2545  2.0598  -2.8779
C  1.8094  0.8840  -4.9296
C  -0.5218  -0.8447  1.6008
C  1.5396  1.0305  -3.5551
C  -0.5632  0.0819  0.5625
N  -0.1492  -1.2819  3.9418
N  -0.2315  0.5566  -1.7813
C  0.1401  -2.9880  6.2763
C  0.1472  -4.8812  4.6105
C  -0.3829  2.4713  -0.2483
C  -0.8076  -0.4005  -0.8410
C  -2.2978  -0.5616  -1.1264
C  -3.0692  0.7418  -1.0587
C  -2.3358  1.8521  -1.8359
C  -0.7735  1.9097  -1.6490
H  4.0324  3.4463  -5.4452
H  3.7055  3.7773  -3.0314
H  2.8392  1.6015  -6.6431
H  2.1086  2.1758  -1.7846
H  1.3708  0.0584  -5.4689
H  -0.6636  -1.8781  1.3883
H  0.0970  -0.8791  4.8511
H  -0.8615  -2.7375  6.6705
H  0.5818  -3.7626  6.9219
H  0.8061  -2.1191  6.3475
H  1.1581  -5.2454  4.8423
H  -0.5198  -5.4387  5.2593
H  -0.0280  -5.1601  3.5591
H  0.6279  2.8793  -0.3348
H  -1.0093  3.2993  0.0444
H  -0.3203  -1.3770  -0.9682
H  -2.7655  -1.2429  -0.4026
H  -2.4160  -1.0053  -2.1276
H  -3.0697  1.0347  0.0181
H  -4.0864  0.6453  -1.4192
H  -2.8046  2.8131  -1.5956
H  -2.5257  1.6741  -2.9187
H  -0.3773  2.5649  -2.4404

- SMILES string = CC(C)=NNc1cc2c(nn1)C[C@@H]1CCC[C@H]2N1C(=O)c1ccccc1
- DFT total energy (eV) = -30610.1622
- Kohn-Sham gap (eV) = 8.672
- energy relative to the best compared isomer or geometry (same formula, charge and spin) (kcal/mol) = 72.9
- HOMO energy (hartree) = -0.2996
- maximum force (eV/A) = 3.0